[1]
The following is a DFT calculation (ωB97M-V/def2-TZVPD) of an isolated molecule of C21H29F3N2O3.

Each line ends with the Mulliken charge.
Atoms and positions in Å:
C (-0.84, 2.41, -2.21)  -0.515
O (-0.83, 1.39, -3.20)  -0.392
C (-1.08, 0.14, -2.79)  0.706
O (-1.34, -0.14, -1.64)  -0.594
C (-1.02, -0.84, -3.93)  -0.863
C (-0.90, -2.26, -3.40)  -0.805
C (0.48, -2.45, -2.77)  0.712
O (1.42, -1.74, -3.08)  -0.667
N (0.60, -3.45, -1.87)  0.292
C (-0.50, -4.30, -1.46)  -1.140
C (1.81, -3.52, -1.07)  -1.787
C (1.64, -2.85, 0.30)  1.204
C (2.92, -2.93, 1.13)  -1.035
C (2.70, -2.19, 2.44)  -0.816
C (2.27, -0.75, 2.18)  -0.538
N (1.05, -0.73, 1.40)  0.398
C (0.49, 0.59, 1.23)  0.191
C (-0.29, 1.06, 2.47)  -1.234
C (-1.17, 2.20, 2.09)  0.638
C (-2.37, 1.97, 1.42)  -0.392
C (-3.17, 3.02, 1.00)  -0.787
C (-2.79, 4.32, 1.25)  -0.852
C (-1.59, 4.56, 1.91)  0.095
C (-1.19, 5.98, 2.19)  0.838
F (-1.44, 6.80, 1.15)  -0.274
F (-1.87, 6.50, 3.24)  -0.256
F (0.11, 6.12, 2.48)  -0.280
C (-0.79, 3.52, 2.33)  -0.435
C (1.26, -1.38, 0.11)  -0.733
H (0.06, 2.34, -1.60)  0.250
H (-1.72, 2.31, -1.57)  0.182
H (-0.86, 3.35, -2.75)  0.310
H (-0.15, -0.59, -4.55)  0.313
H (-1.92, -0.72, -4.54)  0.407
H (-1.02, -2.98, -4.21)  0.450
H (-1.68, -2.43, -2.66)  0.433
H (-1.21, -3.76, -0.82)  0.331
H (-1.02, -4.69, -2.33)  0.423
H (-0.10, -5.13, -0.89)  0.341
H (2.10, -4.57, -0.94)  0.329
H (2.59, -3.01, -1.63)  0.387
H (0.83, -3.34, 0.85)  0.089
H (3.18, -3.97, 1.32)  0.377
H (3.74, -2.47, 0.58)  0.339
H (3.62, -2.19, 3.04)  0.429
H (1.92, -2.69, 3.02)  0.332
H (2.08, -0.24, 3.13)  0.391
H (3.08, -0.21, 1.66)  0.313
H (-0.21, 0.55, 0.39)  -0.242
H (1.27, 1.34, 0.98)  0.239
H (0.40, 1.36, 3.26)  0.521
H (-0.88, 0.22, 2.82)  0.374
H (-2.66, 0.95, 1.21)  0.413
H (-4.10, 2.82, 0.49)  0.430
H (-3.41, 5.15, 0.93)  0.427
H (0.14, 3.72, 2.85)  0.462
H (0.33, -1.31, -0.45)  0.145
H (2.05, -0.87, -0.47)  0.128

The structure (SMILES) is COC(=O)CCC(=O)N(C)C[C@H]1CCCN(CCc2cccc(C(F)(F)F)c2)C1. The calculation puts the energy relative to the best compared isomer or geometry (same formula, charge and spin) at 0.0 kcal per mole. Its multiplicity is 1. The HOMO-LUMO gap comes out at 0.3393 Eh. For the largest force on an atom, the calculation gives 0.530 eV/A. As for the LUMO energy: 0.697 eV.

[2]
The following is a DFT calculation (ωB97M-V/def2-TZVPD) of an isolated molecule of C5H8O2.

Each line ends with the Mulliken charge.
Atoms and positions in Å:
C (1.61, -0.29, 0.06)  -0.319
C (1.12, 0.97, -0.69)  -0.314
O (-0.22, 1.34, -0.30)  -0.394
C (-1.12, 0.28, -0.37)  -0.057
C (-1.78, -0.15, 0.91)  -0.738
C (-0.64, -0.96, 0.36)  -0.052
O (0.61, -0.82, 0.95)  -0.393
H (1.94, -1.08, -0.64)  0.271
H (2.46, -0.06, 0.72)  0.269
H (1.72, 1.86, -0.45)  0.273
H (1.17, 0.83, -1.79)  0.268
H (-1.66, 0.17, -1.31)  0.339
H (-1.59, 0.44, 1.79)  0.254
H (-2.77, -0.58, 0.83)  0.254
H (-0.85, -1.94, -0.08)  0.339

The structure (SMILES) is C1CO[C@@H]2C[C@@H]2O1. The calculation puts the energy relative to the best compared isomer or geometry (same formula, charge and spin) at 51.5 kcal per mole. Its multiplicity is 1. The HOMO-LUMO gap comes out at 0.3932 Eh. For the largest force on an atom, the calculation gives 0.551 eV/A. As for the LUMO energy: 1.111 eV.

[3]
The following is a DFT calculation (ωB97M-V/def2-TZVPD) of a structure of composition C14H20AgCl3GeN5OS2.

Each line ends with the Mulliken charge.
Atoms and positions in Å:
Ag (1.23, -0.99, -0.50)  0.368
C (6.11, 0.69, 1.12)  -0.889
S (5.23, -0.43, 2.22)  -0.023
C (3.75, -0.80, 1.35)  0.557
S (3.49, -0.10, -0.21)  -0.334
N (3.00, -1.62, 2.03)  -1.160
N (1.85, -1.95, 1.39)  1.011
C (1.08, -2.82, 1.91)  -0.801
C (-0.15, -3.20, 1.20)  0.803
C (-1.08, -4.05, 1.79)  -0.727
C (-2.23, -4.38, 1.10)  -0.281
C (-2.42, -3.85, -0.17)  -0.696
C (-1.44, -3.01, -0.69)  -0.285
N (-0.34, -2.70, -0.03)  0.102
H (7.03, 0.93, 1.64)  0.332
H (5.54, 1.60, 0.95)  0.312
H (6.34, 0.21, 0.17)  0.323
H (1.33, -3.29, 2.86)  0.367
H (-0.89, -4.43, 2.79)  0.376
H (-2.97, -5.03, 1.54)  0.433
H (-3.30, -4.08, -0.75)  0.413
H (-1.56, -2.57, -1.68)  0.335
Cl (1.42, -1.26, -4.44)  -0.378
Ge (0.67, -0.11, -2.74)  0.586
Cl (-1.51, -0.17, -3.12)  -0.387
Cl (1.15, 1.96, -3.25)  -0.349
C (-3.23, 0.18, 0.05)  -1.048
N (-2.40, 1.36, -0.13)  0.268
C (-3.03, 2.54, -0.70)  -0.712
C (-2.04, 3.29, -1.56)  -0.481
C (-0.82, 3.62, -0.73)  -0.716
N (-0.34, 2.44, -0.02)  0.382
C (1.01, 2.52, 0.50)  -1.187
C (-1.08, 1.31, 0.18)  0.480
O (-0.57, 0.29, 0.68)  -0.765
H (-3.63, -0.15, -0.91)  0.370
H (-4.06, 0.40, 0.72)  0.351
H (-2.62, -0.61, 0.48)  0.184
H (-3.42, 3.18, 0.09)  0.246
H (-3.88, 2.20, -1.30)  0.435
H (-2.48, 4.21, -1.94)  0.380
H (-1.75, 2.67, -2.41)  0.139
H (-1.04, 4.42, -0.01)  0.311
H (0.00, 3.96, -1.37)  0.397
H (1.75, 2.39, -0.29)  0.265
H (1.16, 1.75, 1.26)  0.347
H (1.14, 3.50, 0.95)  0.346

The calculation puts the energy relative to the best compared isomer or geometry (same formula, charge and spin) at 0.0 kcal per mole. Its multiplicity is 2. The HOMO-LUMO gap (alpha / beta) comes out at 0.2555 / 0.2332 Eh. For the largest force on an atom, the calculation gives 0.149 eV/A. As for the LUMO energy (alpha / beta): -0.788 / -1.994 eV.